{
  "formula": "C3H7N3O2",
  "method": "the ωB97M-V functional and the def2-TZVPD basis",
  "orbital_gap_ev": 8.861,
  "e_tot_ev": -11785.34491,
  "de_lowest_ev": 5.968,
  "smiles": "OCN1CN1.N=C=O",
  "elements": ["O", "C", "N", "C", "N", "H", "H", "H", "H", "H", "H", "N", "C", "O", "H"],
  "xyz": [[-0.5701, 2.0771, -0.1555], [-0.1582, 1.1297, 0.8033], [-0.8569, -0.0925, 0.8541], [-0.7981, -1.0420, -0.4879], [-1.9524, -0.2957, -0.0034], [-1.2869, 2.6150, 0.2037], [0.9215, 0.7517, 0.4682], [-0.0900, 1.5341, 1.8174], [-0.8989, -2.1070, -0.3381], [-0.4549, -0.6760, -1.4518], [-2.1150, 0.5308, -0.5877], [2.0727, -0.3195, -0.1593], [1.6050, -1.4388, -0.3763], [1.5460, -2.6098, -0.3262], [3.0361, -0.0570, -0.2606]],
  "forces_ev_per_a": [[-0.3601, 0.1476, -0.0007], [3.2651, 0.1016, -0.9398], [0.1084, -2.9387, -1.5555], [-1.4650, 1.8276, 1.5950], [-1.5170, -0.0876, -0.2644], [0.1147, -0.0664, -0.0243], [-2.1790, 1.6257, 1.0296], [-0.3104, 0.0941, -0.1049], [0.2677, 0.0843, 0.1628], [0.4678, 0.1228, 0.3299], [0.3138, -0.1147, 0.0459], [-1.2310, -0.9326, -1.0210], [3.7480, -0.1981, 1.8588], [-1.3040, 0.5404, -0.9075], [0.0810, -0.2057, -0.2039]],
  "nbo_charge": [-0.7299, -0.0097, -0.2356, -0.2176, -0.4453, 0.4708, 0.2490, 0.1691, 0.2163, 0.2039, 0.3382, -0.8214, 0.8736, -0.4959, 0.4345]
}

---

{
  "formula": "C29H47BNO14",
  "method": "the ωB97M-V functional and the def2-TZVPD basis",
  "orbital_gap_ev": 8.093,
  "charge": 1,
  "e_tot_ev": -61665.60012,
  "elements": ["O", "B", "O", "C", "C", "C", "C", "N", "C", "H", "H", "H", "H", "H", "H", "H", "H", "H", "H", "H", "O", "C", "O", "C", "C", "C", "H", "H", "H", "H", "H", "H", "O", "C", "O", "C", "C", "C", "H", "H", "H", "H", "H", "H", "O", "C", "O", "C", "C", "C", "H", "H", "H", "H", "H", "H", "O", "C", "O", "C", "C", "C", "H", "H", "H", "H", "H", "H", "O", "C", "O", "C", "C", "C", "H", "H", "H", "H", "H", "H", "O", "C", "O", "C", "C", "C", "H", "H", "H", "H", "H", "H"],
  "xyz": [[1.0420, -3.1814, 1.3510], [2.2171, -2.6903, 0.8365], [3.1351, -2.1235, 1.6753], [2.5016, -2.7443, -0.7212], [3.9686, -2.6056, -1.1188], [4.0686, -2.2244, -2.6221], [3.9262, -3.5664, -3.2435], [4.2885, -4.4914, -2.4366], [4.7256, -3.9279, -1.1383], [0.4259, -3.4190, 0.6457], [2.7534, -1.5917, 2.3868], [2.0478, -3.6430, -1.1555], [1.9694, -1.8873, -1.1506], [4.4682, -1.8457, -0.5225], [3.3256, -1.5259, -2.9942], [5.0879, -1.8991, -2.8691], [3.5498, -3.8018, -4.2320], [4.2795, -5.4810, -2.6824], [5.8101, -3.8074, -1.1890], [4.5112, -4.6027, -0.3113], [-4.4682, -1.9500, 0.4034], [-3.7728, -1.8717, 1.3723], [-3.4196, -2.9521, 2.1054], [-2.6345, -2.5526, 3.2458], [-2.0597, -1.1898, 2.8716], [-3.1580, -0.6237, 1.9774], [-3.2893, -2.5023, 4.1177], [-1.8790, -3.3151, 3.4171], [-1.8147, -0.5748, 3.7346], [-1.1546, -1.3244, 2.2771], [-3.9336, -0.0989, 2.5359], [-2.7881, 0.0278, 1.1898], [4.1028, 0.9379, -2.3160], [3.0077, 1.1631, -1.8863], [1.9423, 0.3549, -2.1715], [0.7278, 0.9260, -1.6093], [1.2101, 1.8281, -0.4769], [2.5552, 2.3015, -1.0075], [0.2106, 1.4723, -2.3993], [0.0900, 0.1081, -1.2768], [0.5186, 2.6315, -0.2464], [1.3549, 1.2510, 0.4349], [2.4666, 3.1922, -1.6324], [3.2903, 2.4873, -0.2296], [0.8654, 2.9532, 2.2957], [-0.2164, 3.1666, 2.7613], [-1.2743, 2.3462, 2.5097], [-2.4702, 2.8928, 3.1069], [-1.9796, 3.8153, 4.2138], [-0.6571, 4.3153, 3.6389], [-3.0225, 3.4306, 2.3334], [-3.0779, 2.0668, 3.4635], [-2.6885, 4.6050, 4.4506], [-1.7995, 3.2398, 5.1230], [-0.7832, 5.1977, 3.0125], [0.0991, 4.5286, 4.3877], [-3.5906, 1.7174, -4.0898], [-4.3044, 0.7842, -3.8650], [-5.0539, 0.1976, -4.8272], [-5.8773, -0.8429, -4.2633], [-5.1778, -1.2363, -2.9677], [-4.5393, 0.0789, -2.5418], [-6.8741, -0.4330, -4.0890], [-5.9515, -1.6486, -4.9887], [-5.8470, -1.6672, -2.2276], [-4.3985, -1.9695, -3.1810], [-5.2099, 0.6902, -1.9359], [-3.5999, -0.0536, -2.0127], [3.1374, -7.6422, -3.1072], [2.4730, -7.6219, -2.1056], [2.6687, -8.4489, -1.0715], [1.6665, -8.2387, -0.0521], [1.1598, -6.8186, -0.2900], [1.3074, -6.6966, -1.8079], [0.8854, -8.9880, -0.1832], [2.1377, -8.3845, 0.9152], [0.1500, -6.6567, 0.0797], [1.8189, -6.1062, 0.2122], [0.4196, -7.0475, -2.3351], [1.5376, -5.6866, -2.1408], [0.2274, 7.1818, 3.1118], [0.3129, 8.1139, 2.3629], [1.1609, 8.1110, 1.3143], [1.1413, 9.3876, 0.6459], [-0.1999, 10.0105, 1.0192], [-0.4282, 9.4361, 2.4161], [1.9871, 9.9736, 1.0098], [1.2652, 9.2132, -0.4194], [-0.1888, 11.0968, 0.9757], [-0.9753, 9.6522, 0.3413], [0.0305, 10.0459, 3.1967], [-1.4727, 9.2723, 2.6655]],
  "forces_ev_per_a": [[-0.1132, 0.3026, -0.2987], [-0.0939, -0.0794, 0.1982], [-0.1400, 0.4712, -0.3292], [0.1676, -0.1266, 0.4041], [0.1210, 0.5755, -0.7226], [-0.1829, -0.7008, -0.0599], [-0.0113, -0.0034, -0.0339], [-0.1356, -0.1095, -0.1821], [0.1541, -0.3047, 0.4405], [0.0195, -0.1028, 0.2674], [0.1161, -0.4860, 0.1722], [0.0283, 0.0414, -0.1104], [-0.0686, -0.0238, 0.0361], [0.0140, -0.1260, 0.1495], [0.1881, 0.2525, 0.0915], [-0.1353, 0.3317, -0.1015], [0.1600, -0.0516, -0.0557], [0.0145, -0.0494, 0.0253], [-0.0150, 0.1257, 0.0380], [-0.1711, -0.0840, -0.1123], [-0.0125, -0.0819, -0.1422], [-0.0585, 0.1863, 0.0752], [0.0448, -0.0700, -0.0003], [0.0567, 0.0672, 0.0379], [-0.0421, 0.0129, -0.0789], [0.2341, -0.1283, -0.0213], [-0.0292, 0.0118, -0.0201], [-0.0112, -0.0266, -0.0304], [-0.0262, -0.0107, 0.0061], [0.0694, -0.0033, 0.0851], [-0.0473, 0.0167, 0.0115], [-0.1014, 0.0854, 0.0179], [-0.0774, -0.2752, 0.0217], [-0.0939, 0.1191, -0.0662], [0.0201, 0.0699, 0.0909], [0.0705, 0.0652, 0.0585], [-0.0505, -0.1526, -0.2041], [-0.0519, -0.0618, 0.1429], [0.0396, 0.0085, -0.0116], [0.0679, -0.0482, -0.0406], [-0.0270, -0.0094, -0.0198], [-0.0553, 0.0226, 0.0248], [0.0434, 0.0306, 0.0044], [0.0593, 0.1064, -0.0637], [0.0227, -0.1478, 0.0796], [0.0099, 0.2322, -0.0189], [-0.0521, -0.0188, 0.0381], [-0.0140, 0.0561, -0.0275], [0.0831, 0.0016, 0.0359], [-0.2124, -0.3442, 0.1239], [0.0113, 0.0096, 0.0002], [-0.0048, -0.0924, -0.0053], [-0.0121, 0.0160, -0.0521], [-0.0214, -0.0053, 0.0073], [0.1015, -0.0003, 0.0436], [0.0718, 0.1353, -0.0998], [0.0825, -0.0092, 0.0029], [-0.0807, 0.0368, 0.0612], [-0.0175, -0.0199, -0.0360], [0.0112, 0.0475, 0.0745], [-0.0312, -0.0826, 0.0349], [0.0393, -0.2304, -0.1373], [0.0033, 0.0117, 0.0160], [0.0433, 0.0324, -0.0475], [-0.0222, 0.0348, 0.0047], [-0.0109, -0.0234, 0.0040], [0.0283, 0.0215, 0.0226], [-0.0166, 0.1447, 0.0829], [0.3236, 0.2653, 0.1809], [-0.3816, 0.0340, -0.1689], [0.1057, -0.0584, -0.0040], [-0.0811, 0.0408, 0.0615], [0.0678, -0.0101, -0.0933], [0.0202, 0.1428, 0.4665], [-0.0081, 0.0060, -0.0313], [0.0560, -0.0163, -0.0249], [-0.0236, -0.0765, -0.0196], [-0.0100, 0.0016, 0.0187], [0.0569, -0.0311, -0.0934], [-0.0865, -0.0239, -0.1601], [-0.0753, 0.0808, -0.0578], [0.0944, 0.0896, 0.1198], [0.0123, -0.0070, -0.0686], [-0.0213, 0.0772, -0.0154], [-0.0221, -0.0619, 0.0578], [-0.0165, -0.0228, -0.2401], [-0.0080, 0.0123, 0.0149], [0.0034, -0.0581, 0.0051], [0.0444, 0.0063, 0.0330], [0.0037, 0.0124, -0.0193], [-0.0201, -0.0050, 0.0296], [0.0162, 0.0090, 0.1063]],
  "lowdin_charge": [0.1639, -0.6641, 0.1813, -0.0325, -0.2676, -0.0695, 0.0338, 0.1317, -0.0538, 0.1031, 0.1247, 0.1012, 0.1127, 0.1553, 0.1145, 0.1575, 0.1660, 0.1598, 0.1466, 0.1427, 0.1210, -0.4868, 0.0263, -0.1426, -0.1462, -0.0798, 0.1292, 0.1228, 0.1157, 0.1059, 0.1277, 0.1203, 0.1170, -0.4708, -0.0248, -0.1271, -0.1542, -0.0590, 0.1320, 0.1168, 0.1130, 0.1065, 0.1407, 0.1342, 0.1112, -0.4673, -0.0009, -0.1539, -0.1390, -0.0731, 0.1302, 0.1085, 0.1196, 0.1189, 0.1074, 0.1326, 0.1142, -0.4927, 0.0240, -0.1475, -0.1583, -0.0834, 0.1272, 0.1239, 0.1128, 0.1178, 0.1337, 0.1120, 0.1059, -0.5014, 0.0458, -0.1257, -0.1428, -0.0728, 0.1339, 0.1303, 0.1219, 0.1071, 0.1390, 0.0951, 0.1057, -0.4762, 0.0306, -0.1467, -0.1482, -0.0716, 0.1280, 0.1249, 0.1169, 0.1182, 0.1338, 0.1251]
}